Below is a structure of composition C14H25Cl3O2Pd at a distorted geometry, with properties calculated with ωB97M-V with the def2-TZVPD basis set.

Geometry as XYZ:
```
45
C14H25Cl3O2Pd, DFT ωB97M-V with the def2-TZVPD basis set
Pd -0.1792 0.3977 0.2629
Cl -2.5113 -3.3314 -0.6991
Cl -2.5536 0.1799 0.7392
Cl 0.6431 -1.9004 0.6022
O 0.6395 0.5737 2.3401
O -0.1974 2.5000 0.4954
C 0.6742 1.0105 -1.7027
C 0.6203 -2.5576 -2.8822
C 0.1665 0.1329 3.5521
C 2.7986 -0.4491 -2.0320
C 1.2625 -0.6513 4.2865
C -2.1674 -1.2856 -2.4850
C -1.7881 1.8240 -1.9908
C -0.7681 0.7785 -1.8450
C -0.1027 1.4078 4.3620
C -1.0849 -0.7397 3.5476
C -0.9261 -0.5983 -2.2762
C 0.3647 -1.1698 -2.4402
C 1.3404 -0.2246 -2.0688
C 1.2744 2.3451 -1.5703
H -3.0319 -0.6424 -2.3583
H 0.9582 -0.9055 5.3124
H 1.6292 -2.8794 -2.5918
H 1.4662 -1.5772 3.7386
H -1.9056 -0.1989 3.0687
H -1.9795 1.9998 -3.0539
H 2.2089 -0.0941 4.3231
H -0.1054 -3.2595 -2.4468
H 1.1273 2.9295 -2.4894
H -1.3622 -1.0011 4.5701
H -2.6948 1.4989 -1.4794
H 0.2833 2.5283 1.3524
H 3.0643 -1.3111 -1.3934
H 3.3158 0.4303 -1.6211
H 0.7254 2.8020 -0.6622
H -0.8471 2.0277 3.8610
H 2.3411 2.2721 -1.3464
H -2.2889 -2.2031 -1.6083
H 3.1939 -0.6444 -3.0446
H 0.5390 -2.6233 -3.9780
H -0.4528 1.1828 5.3761
H -2.1968 -1.8072 -3.4534
H 0.8271 1.9847 4.4307
H -0.8602 -1.6390 2.9657
H -1.4570 2.7279 -1.4871
```

Summary:
* 2S+1: 5
* energy above the lowest of the compared OMol25 structures with the same formula, charge and spin: 0.0 kJ/mol
* E: -2207.27022 Eh
* HOMO level (spin up / spin down): -0.630 / -1.317 eV
* charge: -2
* ⟨S²⟩: 6.02
* lowest unoccupied orbital energy (spin up / spin down): 5.38 / 3.84 eV

Listed below, in e, are the Löwdin charges computed for each atom: number 1, Pd, carries 0.711; number 2, Cl, carries -0.019; number 3, Cl, carries -0.033; number 4, Cl, carries -0.076; number 5, O, carries -0.294; number 6, O, carries -0.456; number 7, C, carries -0.308; number 8, C, carries -0.051; number 9, C, carries -0.787; number 10, C, carries -0.066; number 11, C, carries -0.075; number 12, C, carries -0.167; number 13, C, carries -0.095; number 14, C, carries -0.337; number 15, C, carries -0.077; number 16, C, carries -0.110; number 17, C, carries -0.259; number 18, C, carries -0.245; number 19, C, carries -0.247; number 20, C, carries -0.098; number 21, H, carries 0.062; number 22, H, carries 0.066; number 23, H, carries 0.071; number 24, H, carries 0.062; number 25, H, carries -0.014; number 26, H, carries 0.083; number 27, H, carries 0.068; number 28, H, carries 0.063; number 29, H, carries 0.074; number 30, H, carries 0.066; number 31, H, carries 0.020; number 32, H, carries -0.026; number 33, H, carries 0.071; number 34, H, carries 0.066; number 35, H, carries 0.027; number 36, H, carries 0.076; number 37, H, carries 0.057; number 38, H, carries -0.281; number 39, H, carries 0.079; number 40, H, carries 0.082; number 41, H, carries 0.060; number 42, H, carries 0.080; number 43, H, carries 0.068; number 44, H, carries 0.042; number 45, H, carries 0.066

Below is an isolated molecule of C14H18N4O4S at a distorted geometry, with properties calculated with ωB97M-V with the def2-TZVPD basis set.

Geometry as XYZ:
```
41
C14H18N4O4S, DFT ωB97M-V with the def2-TZVPD basis set
S 1.0730 1.5007 -1.9654
O -2.1743 1.0490 1.0007
O -2.2634 -0.0734 -1.7744
O -3.2483 0.7720 -3.4867
O 2.6814 -1.2421 1.3851
N 1.3788 -0.8772 -0.9906
N -0.2663 0.3626 0.0446
N 1.1701 -1.9414 -0.1297
N -2.5862 0.8703 -2.4780
C -1.3693 1.1930 0.1159
C 1.9035 -2.0883 1.0279
C 1.6104 -3.3830 1.7522
C 1.8761 -4.6421 3.9268
C -1.4659 2.3194 -0.8658
C -1.0521 3.5917 -0.4885
C 0.7012 0.2956 -0.9129
C 3.5895 -4.2040 5.7612
C 2.1457 -4.5622 5.4295
C -2.1387 2.1690 -2.0808
C -1.8937 4.5005 -2.5547
C 2.0035 -3.2922 3.2262
C -2.3437 3.2515 -2.9292
C -1.2522 4.6678 -1.3341
H 2.1969 -4.1688 1.2668
H 3.7489 -4.2459 6.8361
H 1.9107 -5.5318 5.8748
H -2.8514 3.0867 -3.8672
H 0.8641 -5.0264 3.7735
H -0.5561 3.7249 0.4603
H 0.5700 -2.6819 -0.4719
H -0.9076 5.6466 -1.0382
H 3.8313 -3.2002 5.4232
H 3.0292 -2.9293 3.2849
H 1.4767 -3.8234 5.8760
H 4.2743 -4.9036 5.2867
H 2.2213 -0.8697 -1.5555
H 1.3638 -2.5600 3.7229
H -2.0422 5.3450 -3.2090
H 2.5721 -5.3528 3.4747
H -0.3017 -0.4063 0.7091
H 0.5544 -3.6404 1.6481
```

Summary:
* energy above the lowest of the compared OMol25 structures with the same formula, charge and spin: 203.0 kJ/mol
* E: -1462.37937 Eh
* SMILES: CCCCCC(=O)NNC(=S)NC(=O)c1ccccc1[N+](=O)[O-]
* HOMO level: -8.474 eV
* charge: 0
* lowest unoccupied orbital energy: -0.63 eV

Listed below, in e, are the Löwdin charges computed for each atom: number 1, S, carries 0.749; number 2, O, carries 0.132; number 3, O, carries 0.082; number 4, O, carries 0.099; number 5, O, carries 0.105; number 6, N, carries 0.001; number 7, N, carries 0.126; number 8, N, carries 0.045; number 9, N, carries -0.322; number 10, C, carries -0.439; number 11, C, carries -0.476; number 12, C, carries -0.117; number 13, C, carries -0.230; number 14, C, carries -0.152; number 15, C, carries -0.034; number 16, C, carries -0.804; number 17, C, carries -0.112; number 18, C, carries -0.270; number 19, C, carries -0.140; number 20, C, carries -0.054; number 21, C, carries -0.208; number 22, C, carries 0.016; number 23, C, carries -0.051; number 24, H, carries 0.132; number 25, H, carries 0.068; number 26, H, carries 0.103; number 27, H, carries 0.122; number 28, H, carries 0.110; number 29, H, carries 0.129; number 30, H, carries 0.157; number 31, H, carries 0.111; number 32, H, carries 0.066; number 33, H, carries 0.111; number 34, H, carries 0.106; number 35, H, carries 0.074; number 36, H, carries 0.138; number 37, H, carries 0.127; number 38, H, carries 0.109; number 39, H, carries 0.114; number 40, H, carries 0.155; number 41, H, carries 0.122

Below is an isolated molecule of C5H8O at a distorted geometry, with properties calculated with ωB97M-V with the def2-TZVPD basis set.

Geometry as XYZ:
```
14
C5H8O, DFT ωB97M-V with the def2-TZVPD basis set
O -0.6773 -1.6101 -1.0690
C -0.2833 -1.7801 0.1644
C -1.0778 0.6660 -0.2533
C 0.3449 0.8709 0.3296
C 1.5689 -0.1712 0.1590
C -1.3750 -0.7938 -0.1033
H -2.3627 -1.1469 0.1725
H 2.1459 0.2746 -0.6363
H -1.1388 0.9638 -1.3080
H -1.8573 1.2444 0.2701
H 1.6654 -1.2547 -0.1007
H 0.1930 1.1135 1.3899
H 2.0825 -0.1377 1.1200
H 0.7714 1.7614 -0.1349
```

Summary:
* energy above the lowest of the compared OMol25 structures with the same formula, charge and spin: 453.7 kJ/mol
* E: -270.38508 Eh
* HOMO level: -8.920 eV
* charge: 0
* lowest unoccupied orbital energy: 1.00 eV

Listed below, in e, are the Löwdin charges computed for each atom: number 1, O, carries 0.003; number 2, C, carries 0.039; number 3, C, carries -0.165; number 4, C, carries -0.199; number 5, C, carries -0.116; number 6, C, carries -0.305; number 7, H, carries 0.124; number 8, H, carries 0.061; number 9, H, carries 0.116; number 10, H, carries 0.117; number 11, H, carries 0.058; number 12, H, carries 0.104; number 13, H, carries 0.072; number 14, H, carries 0.091